The following is a quantum chemistry calculation of a structure of composition C7H11NO in a non-equilibrium geometry, from the OMol25 dataset.

```
20
Properties=species:S:1:pos:R:3:mulliken_charge:R:1
C 1.62822 -1.85584 0.27030 -1.18
C -1.57816 1.53141 0.83765 -1.28
C -1.58982 -1.48594 -0.56939 -1.25
C 0.88542 1.27152 0.04942 0.68
C 0.84281 -0.64624 -0.04546 0.15
C -0.52859 0.83913 0.04696 0.24
C -0.49154 -0.51328 -0.33830 0.39
N 1.40300 2.17639 -0.87915 -0.49
O 1.60874 0.84915 1.01546 -0.62
H 0.94806 2.19229 -1.78364 0.26
H 2.41591 2.17012 -0.89291 0.26
H 2.17015 -2.19421 -0.61845 0.28
H 2.38325 -1.59538 1.01821 0.31
H 1.03165 -2.68368 0.66649 0.35
H -1.23520 1.65595 1.86794 0.30
H -2.52532 0.98932 0.84002 0.35
H -1.73115 2.53594 0.43167 0.31
H -2.57311 -1.02464 -0.45267 0.32
H -1.52662 -2.32940 0.12347 0.31
H -1.53770 -1.88259 -1.58762 0.31
```

**E_HOMO (spin up / spin down)**: -6.504 / -6.458 eV
**Energy relative to the best compared isomer or geometry (same formula, charge and spin)**: 118.6 kcal/mol
**Electronic energy**: -10970.134 eV
**LUMO (spin up / spin down)**: 0.79 / 0.80 eV
**Gap between HOMO and LUMO (spin up / spin down)**: 7.297 / 7.261 eV

---

The following is a quantum chemistry calculation of a cluster of 2 separate species, C14H16ClN3O4S in total in a non-equilibrium geometry, from the OMol25 dataset.

```
39
Properties=species:S:1:pos:R:3:mulliken_charge:R:1
O -0.54698 -0.56590 0.31423 -0.67
C -1.65413 -0.10624 0.58093 0.70
N -2.60900 -0.08791 -0.42272 -0.13
O -2.37953 -0.59748 -1.73795 -0.41
C -1.95859 0.46563 1.89385 0.21
C -1.22238 0.27688 3.04575 -0.77
C -1.79850 0.95812 4.20209 0.32
C -1.31756 0.97701 5.51917 0.32
Cl 0.13285 0.10931 5.96129 -0.22
C -2.01894 1.70195 6.49241 -0.41
C -3.19276 2.39308 6.15997 -0.53
C -3.67143 2.36286 4.84454 -0.48
C -2.96579 1.64471 3.87376 0.29
S -3.37894 1.47152 2.17576 -0.37
H -3.52152 0.30047 -0.19304 0.18
H -1.46710 -0.94399 -1.81615 0.36
H -0.31347 -0.31874 3.08799 0.44
H -1.64437 1.72163 7.51116 0.40
H -3.73144 2.94870 6.92241 0.37
H -4.58241 2.89106 4.57901 0.38
C 3.85730 0.68136 -2.02358 -0.81
N 4.15863 -0.65484 -2.53892 -0.16
C 3.30001 -1.66015 -2.73596 0.44
O 3.70072 -2.71754 -3.20332 -0.66
C 1.80955 -1.47425 -2.42067 -0.94
N 1.12586 -0.56590 -3.35035 -0.05
C 0.78491 -0.79750 -4.61703 0.62
C 1.06413 -2.14345 -5.25483 -1.00
O 0.23386 0.07754 -5.26502 -0.67
H 4.78497 1.23953 -1.88640 0.32
H 3.34595 0.61311 -1.06141 0.28
H 3.22919 1.22491 -2.73212 0.25
H 5.11298 -0.85843 -2.79583 0.28
H 1.32984 -2.45299 -2.44098 0.40
H 1.71656 -1.08331 -1.40747 0.54
H 0.89893 0.35797 -3.01778 0.30
H 0.64002 -2.15143 -6.25767 0.31
H 2.13843 -2.30114 -5.32021 0.27
H 0.61018 -2.93618 -4.66490 0.30
```

**E_HOMO**: -8.903 eV
**Electronic energy**: -50795.002 eV
**LUMO**: -0.42 eV
**Gap between HOMO and LUMO**: 8.488 eV
**SMILES string**: O=C(NO)c1cc2c(Cl)cccc2s1.CNC(=O)CNC(C)=O

---

The following is a quantum chemistry calculation of a structure of composition C11H18Cl2N2Ti in a non-equilibrium geometry, from the OMol25 dataset.

```
34
Properties=species:S:1:pos:R:3:mulliken_charge:R:1
Ti -0.31574 -0.74978 1.49435 0.49
Cl 1.50379 -0.35977 2.69995 -0.46
Cl -1.60106 -1.93656 2.88845 -0.48
C -0.15358 -2.00898 -0.33183 -1.21
H -0.92545 -2.75154 -0.56310 0.44
H 0.66133 -2.46815 0.25401 0.22
C 0.71875 0.10009 -0.40879 -0.32
C 0.33675 -1.07567 -1.38781 0.98
H -0.08484 0.83962 -0.41904 0.27
C 1.55581 -1.63051 -2.12820 -1.10
H -0.43118 -0.73263 -2.12813 0.33
C 2.76572 -1.69296 -1.19112 -0.62
H 1.35871 -2.61143 -2.57856 0.39
H 1.79584 -0.94698 -2.94599 0.40
C 3.25426 -0.28767 -0.84184 -0.71
H 2.55642 -2.23181 -0.26142 0.19
H 3.59647 -2.21083 -1.67060 0.41
C 2.09750 0.66425 -0.45898 -0.80
H 4.00866 -0.28145 -0.04044 0.31
H 3.73056 0.16754 -1.72250 0.29
H 2.32677 1.18955 0.47827 0.38
H 2.01129 1.45551 -1.21394 0.25
C -1.59906 2.49948 2.43393 -1.11
C -2.24664 1.70310 1.37910 0.34
N -1.85150 0.52105 0.91768 0.35
C -2.73565 0.15336 -0.11509 -0.46
C -3.68002 1.11707 -0.23626 -0.66
N -3.35071 2.08865 0.71074 -0.02
H -1.42896 3.52802 2.07530 0.36
H -2.23872 2.53156 3.33221 0.33
H -0.63568 2.02866 2.68789 0.19
H -2.61844 -0.75081 -0.68233 0.44
H -4.53389 1.18327 -0.89604 0.39
H -3.84753 2.95677 0.87011 0.21
```

**E_HOMO**: -6.953 eV
**Electronic energy**: -62840.694 eV
**LUMO**: 0.08 eV
**Gap between HOMO and LUMO**: 7.033 eV

---

The following is a quantum chemistry calculation of the molecule C6H14N4O2 in a non-equilibrium geometry, from the OMol25 dataset.

```
26
Properties=species:S:1:pos:R:3:mulliken_charge:R:1
H 2.14774 0.39682 -1.24829 0.25
N 1.71846 1.29937 -1.39767 -0.96
C 0.49091 0.92350 -1.91423 0.56
N -0.20045 1.82873 -2.43161 -0.47
N -0.04325 -0.34584 -2.06899 -0.20
C 0.07598 -1.52084 -1.25191 -0.52
C -1.11445 -1.23297 -0.38195 -0.86
C -1.10356 -0.06880 0.75322 -0.56
C 0.20803 -0.28145 1.50347 0.32
N 0.24973 -1.44079 2.37822 -0.70
C 0.56673 1.07179 2.34513 0.19
O 0.28779 0.99161 3.48398 -0.52
O 1.49585 1.95742 1.75159 -0.55
H -1.30475 2.09224 -2.43972 0.29
H 0.44640 2.66476 -2.36027 0.33
H -0.96643 -0.47733 -2.63094 0.29
H 0.94033 -1.38955 -0.52984 0.20
H 0.05582 -2.52888 -1.87942 0.28
H -1.41198 -2.24327 0.16147 0.40
H -1.96516 -1.34248 -0.98957 0.62
H -1.10750 0.92344 0.33861 0.31
H -2.11437 -0.22257 1.23050 0.34
H 1.10504 -0.33734 0.74777 -0.21
H -0.88999 -1.32211 2.87537 0.40
H 0.94499 -1.24930 3.27821 0.38
H 1.48811 1.85382 0.67685 0.40
```

**E_HOMO**: -8.870 eV
**Energy relative to the best compared isomer or geometry (same formula, charge and spin)**: 121.0 kcal/mol
**Electronic energy**: -16500.468 eV
**LUMO**: 0.38 eV
**Gap between HOMO and LUMO**: 9.250 eV
**SMILES string**: [H]/N=C(/N)NCCC[C@H](N)C(=O)O

---

The following is a quantum chemistry calculation of a structure of composition C8H13O6V in a non-equilibrium geometry, from the OMol25 dataset.

```
28
Properties=species:S:1:pos:R:3:mulliken_spin:R:1
V 0.73239 -0.50558 -0.59578 1.99
O 1.75683 2.97802 1.27467 0.00
C 1.50201 1.75801 1.00052 0.01
O 0.92706 1.37842 -0.03777 -0.01
C 1.90425 0.75730 2.03425 0.00
O 1.50488 -0.54284 1.58958 0.00
C 2.54086 -1.54401 1.70946 0.01
C 3.10646 -1.86165 0.34202 0.02
O 4.09527 -2.42678 0.06592 -0.01
O 2.21408 -1.43381 -0.63577 -0.02
H 1.48669 3.61746 0.58807 0.00
H 1.41056 1.00795 2.97750 0.00
H 2.98302 0.82779 2.19302 0.00
H 2.09082 -2.45413 2.10905 0.00
H 3.33307 -1.23027 2.38573 0.00
C -3.28727 0.36165 -0.72885 0.00
C -2.57117 0.80731 -2.03552 0.00
C -1.47175 -0.21982 -2.23474 0.00
O -1.19696 -0.72157 -0.87460 0.00
C -2.51123 -0.85167 -0.21846 0.01
H -4.32606 0.09318 -0.90447 0.00
H -3.27629 1.16568 0.00302 0.00
H -2.15638 1.80727 -1.92678 0.00
H -3.23532 0.81981 -2.89605 0.00
H -0.52849 0.17814 -2.65105 0.00
H -1.77325 -1.08585 -2.82307 0.00
H -2.33270 -0.88028 0.85233 -0.01
H -2.92140 -1.79973 -0.56224 0.00
```

**E_HOMO (spin up / spin down)**: -17.783 / -17.979 eV
**Energy relative to the best compared isomer or geometry (same formula, charge and spin)**: 11.4 kcal/mol
**Total charge**: +2
**Electronic energy**: -46462.960 eV
**LUMO (spin up / spin down)**: -9.25 / -8.68 eV
**Gap between HOMO and LUMO (spin up / spin down)**: 8.538 / 9.300 eV
**2S+1**: 3

---

The following is a quantum chemistry calculation of the molecule C4H7NO2 in a non-equilibrium geometry, from the OMol25 dataset.

```
14
Properties=species:S:1:pos:R:3:mulliken_charge:R:1
H -0.08817 1.86438 2.50077 0.28
N -0.72481 2.18383 1.76755 -0.70
C -0.39765 1.58586 0.68848 0.65
O -1.15525 1.67809 -0.43859 -0.46
O 0.60650 0.72267 0.53919 -0.36
C 0.15831 -0.56537 -0.12480 0.75
C -0.88166 -1.28818 0.29823 -0.93
C 1.22567 -1.07044 -1.03751 -1.11
H -0.61555 1.65444 -1.24155 0.33
H -1.03612 -2.29211 -0.08528 0.29
H -1.65228 -0.87059 0.93717 0.31
H 1.50860 -2.09755 -0.78675 0.34
H 0.90421 -1.01348 -2.08131 0.27
H 2.14820 -0.49154 -0.93560 0.33
```

**E_HOMO**: -9.877 eV
**Energy relative to the best compared isomer or geometry (same formula, charge and spin)**: 50.1 kcal/mol
**Electronic energy**: -9845.108 eV
**LUMO**: 0.58 eV
**Gap between HOMO and LUMO**: 10.461 eV
**SMILES string**: [H]/N=C(/O)OC(=C)C